ORCA calculation (ωB97M-V/def2-TZVPD) on an isolated ion of composition C6H6NO2 and charge -1.

```
15
Properties=species:S:1:pos:R:3
O 4.55400 1.14103 1.59941
C 3.76545 0.48007 0.93888
C 2.90491 0.00692 0.16492
C 2.25035 -1.00685 -0.53201
O 2.79482 -2.13242 -0.63753
N 1.16433 -0.75185 -1.40466
C -0.04535 -0.07000 -0.85132
C -0.05197 0.98350 0.29996
C -0.72764 -0.42491 0.43191
H 0.81626 -1.52749 -1.80001
H -0.66632 0.15171 -1.69134
H -0.72854 1.79928 0.27856
H 0.95588 1.26204 0.77317
H -0.26562 -1.11116 1.05643
H -1.78384 -0.45202 0.56517
```

Properties
net charge: -1
SMILES: O=C=C=C([O-])NC1CC1
energy above the lowest of the compared OMol25 structures with the same formula, charge and spin: 50.60 kcal per mole
lowest unoccupied orbital energy: 3.75 eV
spin multiplicity: 1
orbital gap: 7.02 eV